No. 1
A cluster of 10 separate species, C39H105N7O11 in total. Source: OMol25; level of theory: ωB97M-V with the def2-TZVPD basis set.

Last column: Löwdin charge in e.
Element x y z (Å)
C: -0.67 8.29 -6.41  -0.080
O: -1.94 8.19 -5.71  -0.186
C: -3.04 7.97 -6.55  -0.239
C: -4.19 7.58 -5.67  -0.423
C: -4.00 6.39 -4.71  -0.056
N: -5.41 7.30 -6.44  0.016
H: -0.34 7.35 -6.85  0.083
H: 0.11 8.68 -5.76  0.082
H: -0.66 9.01 -7.23  0.079
H: -3.19 8.81 -7.22  0.130
H: -2.79 7.18 -7.26  0.120
H: -4.53 8.50 -5.19  0.135
H: -3.27 6.72 -3.98  0.066
H: -3.49 5.62 -5.28  0.078
H: -4.83 5.95 -4.16  0.071
H: -6.13 7.06 -5.78  0.060
H: -5.34 6.48 -7.04  0.064
C: -9.06 18.30 -3.38  -0.101
O: -7.78 18.80 -3.77  -0.174
C: -6.78 18.29 -2.99  -0.246
C: -5.52 19.21 -3.18  -0.392
C: -4.16 18.44 -2.97  -0.055
N: -5.51 20.26 -2.17  0.018
H: -9.30 18.31 -2.32  0.084
H: -9.16 17.27 -3.73  0.084
H: -9.84 18.91 -3.83  0.087
H: -7.07 18.14 -1.95  0.121
H: -6.57 17.30 -3.38  0.116
H: -5.57 19.76 -4.13  0.136
H: -4.13 17.65 -3.72  0.064
H: -4.13 18.02 -1.96  0.069
H: -3.32 19.10 -3.15  0.070
H: -5.48 19.70 -1.33  0.057
H: -6.48 20.55 -2.24  0.063
C: 1.07 15.70 -6.06  -0.096
O: 1.77 16.68 -5.27  -0.221
C: 1.83 16.37 -3.84  -0.162
C: 2.41 17.61 -3.08  -0.400
C: 1.89 19.01 -3.51  -0.060
N: 3.87 17.53 -3.31  0.016
H: -0.02 15.71 -6.03  0.079
H: 1.46 14.70 -5.90  0.083
H: 1.36 16.06 -7.05  0.085
H: 0.80 16.17 -3.53  0.114
H: 2.50 15.54 -3.61  0.117
H: 2.33 17.43 -2.01  0.120
H: 2.07 19.09 -4.58  0.071
H: 2.38 19.87 -3.06  0.070
H: 0.82 19.14 -3.32  0.069
H: 4.19 18.48 -3.22  0.053
H: 4.00 17.56 -4.31  0.060
C: -3.54 12.62 -4.01  -0.117
O: -4.88 12.91 -4.37  -0.200
C: -5.75 12.88 -3.21  -0.188
C: -7.21 13.04 -3.62  -0.418
C: -8.08 13.22 -2.41  -0.081
N: -7.61 11.78 -4.35  0.055
H: -3.05 13.39 -3.42  0.080
H: -3.03 12.52 -4.97  0.086
H: -3.52 11.66 -3.49  0.083
H: -5.60 11.96 -2.64  0.119
H: -5.44 13.73 -2.59  0.119
H: -7.38 13.80 -4.38  0.134
H: -9.10 13.36 -2.76  0.074
H: -7.86 14.04 -1.72  0.071
H: -8.07 12.32 -1.79  0.076
H: -7.36 11.03 -3.73  0.050
H: -8.62 11.73 -4.41  0.056
C: -7.95 8.17 -1.47  -0.162
O: -8.86 8.68 -2.34  -0.173
C: -9.99 7.83 -2.45  -0.182
C: -11.22 8.52 -3.15  -0.410
C: -12.43 7.59 -3.21  -0.080
N: -10.86 8.90 -4.50  0.017
H: -7.63 7.16 -1.73  0.085
H: -8.31 8.11 -0.45  0.087
H: -7.04 8.77 -1.50  0.088
H: -9.76 6.92 -3.00  0.127
H: -10.38 7.55 -1.47  0.120
H: -11.56 9.45 -2.67  0.134
H: -12.18 6.65 -3.70  0.077
H: -13.23 8.01 -3.82  0.073
H: -12.81 7.46 -2.20  0.074
H: -11.58 9.24 -5.13  0.062
H: -10.74 8.11 -5.12  0.066
C: -4.46 8.19 3.09  -0.080
O: -4.93 9.57 3.13  -0.217
C: -3.93 10.58 3.21  -0.193
C: -4.60 12.01 3.23  -0.419
C: -5.21 12.31 1.82  -0.054
N: -3.64 13.05 3.47  0.018
H: -5.34 7.60 3.36  0.085
H: -3.75 8.03 3.90  0.078
H: -3.99 7.91 2.15  0.084
H: -3.38 10.48 4.15  0.111
H: -3.19 10.42 2.43  0.124
H: -5.28 11.96 4.08  0.131
H: -5.80 11.45 1.50  0.069
H: -4.40 12.58 1.14  0.077
H: -5.85 13.19 1.84  0.065
H: -4.13 13.93 3.51  0.074
H: -3.31 12.90 4.42  0.072
C: -9.86 10.83 5.07  -0.066
O: -11.01 11.00 4.16  -0.197
C: -10.68 11.51 2.89  -0.241
C: -11.92 11.60 1.98  -0.196
N: -13.08 12.10 2.76  -0.053
C: -14.33 11.79 2.08  -0.189
C: -15.62 12.35 2.87  -0.217
O: -15.89 11.48 3.93  -0.205
C: -16.80 12.03 4.89  -0.091
H: -10.03 10.43 6.07  0.082
H: -9.31 11.75 5.26  0.076
H: -9.08 10.19 4.66  0.076
H: -9.93 10.89 2.41  0.113
H: -10.19 12.48 3.01  0.116
H: -12.09 10.60 1.58  0.105
H: -11.67 12.19 1.10  0.113
H: -12.93 11.78 3.70  0.096
H: -14.45 10.75 1.77  0.105
H: -14.28 12.16 1.05  0.105
H: -16.49 12.34 2.21  0.106
H: -15.56 13.40 3.16  0.114
H: -17.60 12.44 4.27  0.083
H: -16.32 12.80 5.50  0.084
H: -17.14 11.28 5.61  0.085
C: -12.17 14.17 -6.12  -0.085
C: -12.67 14.29 -7.51  -0.507
C: -12.66 15.70 -8.11  -0.041
O: -11.97 13.28 -8.24  -0.047
H: -12.40 13.23 -5.63  0.078
H: -12.57 14.99 -5.52  0.078
H: -11.09 14.29 -6.05  0.082
H: -13.70 13.95 -7.41  0.126
H: -13.04 15.79 -9.12  0.076
H: -11.62 16.02 -8.14  0.079
H: -13.18 16.46 -7.52  0.077
H: -12.33 12.43 -7.98  0.084
C: -1.11 16.23 0.75  -0.069
C: 0.13 15.50 1.29  -0.528
C: 0.64 16.15 2.57  -0.052
O: -0.34 14.26 1.59  -0.052
H: -1.43 15.69 -0.15  0.076
H: -0.76 17.21 0.41  0.070
H: -1.94 16.41 1.43  0.081
H: 0.84 15.46 0.47  0.140
H: 0.54 17.23 2.46  0.073
H: 1.67 15.80 2.68  0.077
H: 0.15 15.93 3.51  0.079
H: -1.14 14.30 2.11  0.079
C: -4.86 15.55 -8.60  -0.056
C: -6.22 14.81 -8.81  -0.494
C: -6.63 14.87 -10.27  -0.056
O: -6.05 13.53 -8.28  -0.055
H: -5.04 16.58 -8.92  0.075
H: -4.08 15.08 -9.19  0.077
H: -4.43 15.50 -7.59  0.067
H: -7.04 15.19 -8.19  0.126
H: -5.73 14.57 -10.81  0.076
H: -7.05 15.81 -10.64  0.080
H: -7.37 14.13 -10.58  0.076
H: -5.51 13.54 -7.48  0.075

Charge: 0
Kohn-Sham gap in eV: 8.930
Multiplicity: 1
E in eV: -75089.384
SMILES: COC[C@H](C)N.COC[C@H](C)N.COC[C@H](C)N.COC[C@H](C)N.COC[C@H](C)N.COC[C@H](C)N.COCCNCCOC.CC(C)O.CC(C)O.CC(C)O


No. 2
The molecule C5H9N3O. Source: OMol25; level of theory: ωB97M-V with the def2-TZVPD basis set.

Last column: Löwdin charge in e.
Element x y z (Å)
H: -0.39 -1.93 -1.10  0.064
N: 0.37 -1.25 -1.07  0.109
C: 0.20 -0.35 -0.20  -0.407
N: 0.82 0.80 0.01  0.143
C: 2.31 1.01 -0.58  -0.465
N: 2.63 0.33 -1.70  0.165
O: 3.08 1.75 0.00  0.045
C: -1.23 -0.23 0.77  -0.261
C: -1.09 -0.39 2.08  0.021
C: -2.51 -0.03 0.04  -0.080
H: 0.83 1.23 0.93  0.122
H: 3.54 0.46 -2.12  0.118
H: 2.08 -0.49 -1.92  0.061
H: -0.12 -0.52 2.56  0.062
H: -1.96 -0.49 2.74  0.062
H: -2.60 -0.68 -0.83  0.074
H: -2.59 1.01 -0.30  0.086
H: -3.38 -0.23 0.69  0.081

Charge: 0
Kohn-Sham gap in eV: 10.445
Multiplicity: 1
E in eV: -11848.027
SMILES: [H]/N=C(/NC(N)=O)C(=C)C


No. 3
A structure of composition C16H37CuN7O10. Source: OMol25; level of theory: ωB97M-V with the def2-TZVPD basis set.

Last column: Löwdin charge in e.
Element x y z (Å)
Cu: -1.57 19.41 -3.06  0.861
C: 1.06 21.27 -5.10  -1.077
O: 1.57 22.08 -5.83  0.062
O: 0.38 20.30 -5.61  0.058
O: 0.76 21.40 -3.94  0.066
C: -0.45 30.41 -3.54  -0.008
C: -0.24 30.03 -4.99  -0.579
O: -0.78 30.61 -5.89  0.070
N: 0.48 28.92 -5.22  -0.004
C: 0.60 28.14 -6.42  -0.087
H: -1.04 29.74 -2.91  0.076
H: -1.17 31.20 -3.74  0.077
H: 0.34 30.77 -2.88  0.077
H: 0.90 28.44 -4.44  0.131
H: 1.06 27.17 -6.21  0.080
H: 1.15 28.57 -7.26  0.084
H: -0.36 27.81 -6.82  0.085
O: 7.48 22.10 -1.62  -0.008
C: 6.45 21.91 -2.31  -0.603
N: 5.30 22.35 -1.88  0.156
C: 6.47 21.26 -3.71  -0.001
H: 4.51 22.16 -2.49  0.106
H: 5.21 22.82 -1.00  0.121
H: 6.73 20.21 -3.57  0.084
H: 7.19 21.73 -4.37  0.080
H: 5.56 21.42 -4.28  0.065
O: 0.16 15.88 -3.38  0.011
C: 1.02 15.03 -3.50  -0.600
N: 2.04 14.98 -2.63  0.147
C: 1.03 13.91 -4.56  -0.001
H: 2.79 14.30 -2.63  0.105
H: 2.16 15.60 -1.84  0.113
H: 0.12 13.62 -5.08  0.083
H: 1.65 13.03 -4.38  0.075
H: 1.64 14.43 -5.31  0.080
O: 5.15 26.52 -10.03  -0.027
C: 5.10 25.97 -8.88  -0.567
N: 4.50 24.77 -8.83  0.143
C: 5.72 26.61 -7.68  -0.009
H: 3.74 24.59 -9.47  0.111
H: 4.27 24.45 -7.90  0.093
H: 5.62 27.68 -7.87  0.091
H: 6.78 26.35 -7.74  0.089
H: 5.32 26.21 -6.75  0.076
O: 6.13 17.02 -7.27  0.050
C: 5.39 17.70 -7.91  -0.688
N: 4.18 17.85 -7.42  0.156
C: 5.79 18.47 -9.13  -0.001
H: 3.57 18.58 -7.74  0.113
H: 4.02 17.24 -6.63  0.116
H: 5.77 19.55 -8.98  0.089
H: 5.02 18.13 -9.82  0.078
H: 6.70 18.05 -9.53  0.087
O: -0.21 20.00 0.72  -0.027
C: 0.33 20.70 1.62  -0.602
N: 0.97 21.80 1.36  0.169
C: 0.51 20.18 3.03  -0.014
H: 1.52 22.26 2.06  0.119
H: 1.04 21.97 0.37  0.125
H: -0.40 20.41 3.59  0.084
H: 1.35 20.50 3.63  0.075
H: 0.60 19.09 3.05  0.083
O: -0.91 15.06 -10.09  -0.021
C: -0.64 16.28 -9.91  -0.526
N: -0.79 16.81 -8.66  0.138
C: -0.17 17.21 -11.06  -0.012
H: -1.19 16.18 -7.98  0.105
H: -0.71 17.81 -8.50  0.101
H: 0.14 16.67 -11.96  0.076
H: 0.77 17.64 -10.71  0.065
H: -0.75 18.08 -11.38  0.075

Charge: 0
Kohn-Sham gap (spin up / spin down) in eV: 6.009 / 5.963
Multiplicity: 2
E in eV: -92734.256


No. 4
The ion C9H12N5 with charge +1. Source: OMol25; level of theory: ωB97M-V with the def2-TZVPD basis set.

Last column: Löwdin charge in e.
Element x y z (Å)
C: -1.83 1.37 1.87  -0.180
C: 1.72 0.81 1.83  -0.118
C: -0.81 0.54 1.42  -0.218
C: 0.47 0.71 1.78  0.112
C: 1.77 1.31 -2.61  -0.141
C: -1.57 -3.12 2.80  0.101
C: 0.41 1.17 -1.98  -0.324
C: 0.11 -0.23 -1.64  -0.212
C: -1.24 -0.41 -0.94  -0.097
N: -2.76 1.95 2.21  0.202
N: 2.91 0.81 1.73  0.260
N: -1.33 -1.74 0.96  0.140
N: -1.17 -0.56 0.52  -0.007
N: -1.08 -2.39 1.94  0.049
H: 2.10 2.29 -3.02  0.081
H: 2.69 0.89 -2.06  0.099
H: 1.73 0.79 -3.62  0.091
H: -0.68 -3.53 3.37  0.132
H: 3.54 1.21 2.39  0.110
H: -2.60 -3.16 3.17  0.121
H: -0.25 1.66 -2.79  0.155
H: 0.41 1.78 -1.07  0.104
H: 0.21 -0.79 -2.66  0.165
H: 0.90 -0.61 -1.02  0.105
H: -1.79 -1.22 -1.31  0.107
H: -1.87 0.47 -1.29  0.163

Charge: +1
Kohn-Sham gap (spin up / spin down) in eV: 6.687 / 7.004
Multiplicity: 3
E in eV: -16961.853


No. 5
A structure of composition C7H10N3. Source: OMol25; level of theory: ωB97M-V with the def2-TZVPD basis set.

Last column: Löwdin charge in e.
Element x y z (Å)
C: -1.80 0.20 2.23  -0.034
C: -1.81 -0.92 1.43  -0.046
C: -0.81 -1.06 -0.88  -0.018
C: -0.41 1.02 0.63  -0.164
C: 0.37 -0.59 -1.68  -0.102
C: 1.15 0.59 -1.14  -0.399
C: 2.36 0.20 -0.45  -0.063
N: 0.33 1.46 -0.24  0.187
N: -1.11 1.27 1.73  0.094
N: -0.96 -0.75 0.35  0.067
H: -2.50 0.42 3.08  0.158
H: -2.42 -1.75 1.56  0.103
H: -1.48 -1.85 -1.34  0.169
H: 1.00 -1.52 -1.70  0.152
H: -0.11 -0.58 -2.73  0.159
H: 1.40 1.26 -2.01  0.162
H: 3.02 -0.56 -1.13  0.159
H: 1.99 -0.15 0.56  0.114
H: 2.99 1.05 -0.38  0.072
H: -1.18 2.28 2.11  0.231

Charge: +1
Kohn-Sham gap in eV: 8.504
Multiplicity: 1
E in eV: -11882.047


No. 6
A structure of composition C5H9NO. Source: OMol25; level of theory: ωB97M-V with the def2-TZVPD basis set.

Last column: Löwdin charge in e.
Element x y z (Å)
C: -1.27 -0.27 1.04  -0.035
C: -1.42 0.24 -0.23  -0.243
N: -0.91 1.54 -0.55  -0.007
C: 0.19 0.79 -1.05  -0.214
C: 1.32 0.52 -0.29  -0.068
C: 1.19 -1.26 0.55  -0.322
O: 1.02 -2.18 -0.23  -0.027
H: -1.10 0.42 1.87  0.094
H: -1.73 -1.23 1.28  0.092
H: 0.17 -0.72 0.98  0.048
H: -1.90 -0.35 -1.01  0.127
H: -1.44 1.99 -1.30  0.114
H: 0.14 0.41 -2.07  0.132
H: 1.49 1.14 0.59  0.105
H: 2.22 0.23 -0.84  0.099
H: 2.03 -1.27 1.28  0.106

Charge: 0
Kohn-Sham gap in eV: 8.696
Multiplicity: 1
E in eV: -8863.786


No. 7
The molecule C4H7N3. Source: OMol25; level of theory: ωB97M-V with the def2-TZVPD basis set.

Last column: Löwdin charge in e.
Element x y z (Å)
H: 3.34 -0.22 -0.77  0.052
N: 2.46 -0.42 -1.23  0.127
C: 1.48 -0.38 -0.42  -0.468
C: 1.61 -0.05 1.00  -0.146
N: 1.76 0.21 2.11  0.172
N: 0.21 -0.68 -0.81  0.020
C: -0.98 -0.46 -0.02  -0.259
C: -1.65 0.89 -0.27  -0.084
H: 0.11 -0.83 -1.81  0.145
H: -1.67 -1.28 -0.26  0.115
H: -0.70 -0.56 1.03  0.102
H: -2.05 0.96 -1.28  0.073
H: -0.93 1.70 -0.12  0.076
H: -2.48 1.03 0.43  0.075

Charge: 0
Kohn-Sham gap in eV: 10.281
Multiplicity: 1
E in eV: -8731.205
SMILES: [H]/N=C(\C#N)NCC


No. 8
A structure of composition C3H5NS. Source: OMol25; level of theory: ωB97M-V with the def2-TZVPD basis set.

Last column: Löwdin charge in e.
Element x y z (Å)
C: 0.14 -0.01 -0.01  -0.929
C: -0.26 1.36 0.01  -0.262
C: -0.67 1.75 1.13  -0.019
H: 0.93 -1.67 1.10  0.160
H: 0.89 -0.26 2.26  0.223
H: 0.00 2.15 -0.86  0.173
H: -0.91 2.76 1.45  0.074
H: -0.32 0.87 1.96  0.104
N: 0.88 -0.51 1.00  -0.085
S: -0.13 -1.18 -1.23  0.562

Charge: 0
Kohn-Sham gap in eV: 8.188
Multiplicity: 1
E in eV: -15513.354


No. 9
A structure of composition C48H43N2OP2SiZr. Source: OMol25; level of theory: ωB97M-V with the def2-TZVPD basis set.

Last column: Löwdin charge in e.
Element x y z (Å)
Zr: -0.24 -0.07 -0.17  1.333
C: 3.50 0.96 -0.64  -0.186
Si: 1.97 1.30 0.38  0.573
C: 1.18 2.94 -0.10  -0.302
C: 1.82 3.85 -0.95  -0.066
C: 1.25 5.08 -1.25  -0.029
C: 0.01 5.42 -0.71  -0.028
C: -0.66 4.53 0.11  -0.051
C: -0.08 3.30 0.41  -0.384
P: -0.90 2.05 1.41  1.034
C: -1.38 2.63 3.04  -0.347
C: -0.59 2.34 4.14  -0.084
C: -0.92 2.85 5.39  -0.043
C: -2.05 3.65 5.53  -0.032
C: -2.84 3.95 4.42  -0.040
C: -2.51 3.45 3.18  -0.087
C: -2.39 1.55 0.51  -0.395
C: -2.27 1.41 -0.89  -0.193
C: -3.26 0.76 -1.63  -0.040
C: -4.38 0.26 -0.99  -0.028
C: -4.51 0.41 0.39  -0.029
C: -3.52 1.02 1.14  -0.068
C: 2.32 1.15 2.22  -0.314
C: 3.00 2.10 2.99  -0.058
C: 3.26 1.86 4.33  -0.031
C: 2.88 0.67 4.93  -0.039
C: 2.21 -0.30 4.19  -0.065
C: 1.91 -0.03 2.86  -0.399
P: 1.06 -1.20 1.80  0.993
C: -0.67 -1.48 2.23  -0.417
C: -1.36 -1.10 3.39  -0.046
C: -2.69 -1.43 3.53  -0.025
C: -3.38 -2.09 2.51  -0.041
C: -2.74 -2.41 1.33  -0.049
C: -1.39 -2.09 1.18  -0.204
C: 1.89 -2.79 1.81  -0.348
C: 1.26 -3.96 2.21  -0.069
C: 1.97 -5.15 2.23  -0.044
C: 3.31 -5.17 1.85  -0.037
C: 3.94 -4.00 1.46  -0.049
C: 3.23 -2.81 1.43  -0.088
H: 4.29 1.68 -0.41  0.052
H: 3.89 -0.03 -0.42  0.020
H: 3.29 1.01 -1.71  0.037
H: 2.79 3.61 -1.37  0.107
H: 1.77 5.78 -1.89  0.125
H: -0.43 6.39 -0.94  0.125
H: -1.63 4.80 0.52  0.116
H: 0.30 1.73 4.03  0.074
H: -0.31 2.63 6.25  0.119
H: -2.31 4.05 6.50  0.124
H: -3.71 4.59 4.53  0.123
H: -3.12 3.69 2.32  0.111
H: -1.47 1.93 -1.42  0.111
H: -3.16 0.69 -2.71  0.099
H: -5.17 -0.22 -1.56  0.126
H: -5.40 0.04 0.88  0.130
H: -3.63 1.11 2.21  0.113
H: 3.33 3.03 2.54  0.120
H: 3.79 2.61 4.92  0.125
H: 3.11 0.49 5.97  0.124
H: 1.93 -1.23 4.66  0.125
H: -0.83 -0.61 4.20  0.113
H: -3.21 -1.18 4.45  0.131
H: -4.42 -2.36 2.65  0.129
H: -3.27 -2.93 0.53  0.128
H: -0.83 -2.48 0.32  0.108
H: 0.22 -3.95 2.53  0.108
H: 1.49 -6.06 2.56  0.122
H: 3.86 -6.10 1.88  0.123
H: 4.99 -4.01 1.18  0.120
H: 3.74 -1.89 1.15  0.100
C: 0.87 -2.43 -6.35  0.064
N: 1.18 -2.19 -4.94  -0.014
N: 0.34 -1.52 -4.08  0.072
C: 0.93 -1.48 -2.88  -0.334
O: 0.37 -0.89 -1.85  -0.250
C: 2.15 -2.14 -2.95  0.092
C: 2.27 -2.58 -4.27  -0.214
C: 3.36 -3.34 -4.92  0.023
C: -0.90 -0.93 -4.53  -0.227
C: -2.06 -1.69 -4.50  -0.007
C: -3.23 -1.13 -4.98  -0.053
C: -3.24 0.17 -5.47  -0.053
C: -2.07 0.92 -5.47  -0.048
C: -0.88 0.37 -5.00  -0.003
H: -0.12 -2.05 -6.57  0.098
H: 0.90 -3.50 -6.54  0.114
H: 1.61 -1.92 -6.97  0.115
H: 2.85 -2.29 -2.15  0.129
H: 4.17 -3.51 -4.22  0.099
H: 3.75 -2.80 -5.78  0.105
H: 3.00 -4.31 -5.27  0.107
H: -2.03 -2.71 -4.13  0.130
H: -4.14 -1.72 -4.99  0.122
H: -4.15 0.60 -5.85  0.124
H: -2.08 1.94 -5.85  0.122
H: 0.04 0.94 -5.01  0.130

Charge: +3
Kohn-Sham gap in eV: 6.998
Multiplicity: 1
E in eV: -83216.108


No. 10
The molecule C4H7NO. Source: OMol25; level of theory: ωB97M-V with the def2-TZVPD basis set.

Last column: Löwdin charge in e.
Element x y z (Å)
O: 1.93 0.71 0.28  -0.015
C: 0.84 0.28 -0.48  -0.377
C: 0.19 -1.05 -0.08  -0.087
C: -1.17 -0.44 -0.28  -0.234
N: -1.25 0.51 0.80  0.002
C: -0.51 0.98 -0.34  -0.172
H: 1.73 0.49 1.20  0.083
H: 1.15 0.33 -1.53  0.152
H: 0.23 -0.96 1.17  0.146
H: 0.50 -1.98 -0.59  0.115
H: -2.06 -0.94 -0.67  0.134
H: -0.57 0.06 1.58  0.116
H: -0.72 1.97 -0.77  0.136

Charge: 0
Kohn-Sham gap in eV: 10.599
Multiplicity: 1
E in eV: -7795.709
SMILES: O[C@H]1C[C@H]2N[C@@H]12